Entry 1:
Here is an isolated molecule of C8H10N2OS in a non-equilibrium geometry from OMol25. Energies are from ωB97M-V/def2-TZVPD.

## Properties
LUMO: -0.331 eV
SMILES string: CC[C@]1(C=O)Cn2ccnc2S1
HOMO level: -8.38 eV
gap between HOMO and LUMO: 8.0488 eV
strongest force on any atom: 4.75 eV Å⁻¹
relative energy (zero: lowest compared OMol25 entry of this formula, charge and spin): 185.29 kJ/mol
total charge: 0
energy: -893.70469 a.u.
spin multiplicity: 1

XYZ file:
```
22
Properties=species:S:1:pos:R:3:forces:R:3
N 0.5476 2.7078 1.8463 -0.1 -0.6 -0.4
H 0.8284 -1.1168 0.9807 0.2 -1.0 -0.2
H 0.5194 -3.6952 -0.4634 0.1 1.4 -0.6
C -0.2636 0.3802 -0.8408 3.4 -0.3 1.5
N 0.3287 1.3402 0.0640 3.1 3.4 -1.3
H 1.7005 2.4732 -1.2968 -0.7 0.1 0.7
O -3.0098 -0.2623 -0.9307 -0.9 1.2 -1.2
H 1.7631 4.1997 0.7812 -0.2 -0.9 0.5
C -2.3078 -0.8633 -0.2041 1.9 -2.3 1.4
H 0.1793 -2.2267 -1.5479 0.1 -0.8 0.0
C 0.6918 -2.5814 -0.6388 -1.5 -1.8 -0.6
H -0.9542 0.9420 -1.3585 -1.9 0.4 -1.6
C 1.2712 3.2101 0.7826 0.2 1.3 -0.6
C 1.1458 2.4605 -0.3417 -0.1 -1.7 0.0
H 0.5991 0.0434 -1.4759 -1.1 0.0 0.2
C -0.8029 -0.6962 0.0340 -3.1 2.2 1.7
H 1.7265 -2.4605 -0.8637 0.9 0.3 0.4
C 0.0832 -1.7898 0.4903 1.8 1.4 1.3
C 0.0323 1.6137 1.3412 -1.5 -1.4 0.1
S -1.1429 0.3850 1.8810 0.3 -0.5 -0.9
H -0.2978 -2.3565 1.3469 -0.3 -0.1 -0.5
H -2.6377 -1.7073 0.4141 -0.7 -0.2 0.3
```
Positions in Å, forces in eV/Å.

Entry 2:
Here is an isolated molecule of C8H10N2S in a non-equilibrium geometry from OMol25. Energies are from ωB97M-V/def2-TZVPD.

## Properties
LUMO: 0.619 eV
SMILES string: C/N=C1\SC=NC2=CCC[C@@H]21
HOMO level: -8.38 eV
gap between HOMO and LUMO: 9.0040 eV
strongest force on any atom: 3.63 eV Å⁻¹
relative energy (zero: lowest compared OMol25 entry of this formula, charge and spin): 159.21 kJ/mol
total charge: 0
energy: -818.45403 a.u.
spin multiplicity: 1

XYZ file:
```
21
Properties=species:S:1:pos:R:3:forces:R:3
C 0.1503 -0.4354 -0.9561 1.3 0.8 0.5
H 3.2928 -0.0752 -0.3456 1.2 0.4 1.2
C -1.8432 2.2748 0.5348 -1.9 0.3 3.1
H -2.6978 1.6709 1.0489 1.0 0.7 -1.6
H 2.0577 0.6061 0.9523 1.1 1.2 0.1
H -1.3171 2.5797 1.4344 -0.2 1.1 0.3
H 2.1217 -1.9786 1.2616 0.9 -1.0 1.4
S -2.4291 -0.6222 -0.1404 -0.6 1.2 -0.2
H 1.2576 1.4091 -1.1600 0.3 0.6 -0.8
H -2.2179 3.1488 -0.0154 0.2 -0.4 0.1
C 1.4870 0.3653 -1.1342 -1.8 -1.3 1.1
H -2.3679 -2.6647 0.8772 -1.4 -1.7 0.7
C 1.7325 -1.3090 0.5771 -0.7 1.2 -2.0
N -0.8311 1.5615 -0.0836 0.8 0.6 -1.3
C 2.3177 0.0161 0.0862 -1.1 -1.6 0.5
N -0.4363 -2.3260 0.5281 -0.3 -0.9 0.7
C -1.6641 -2.0296 0.4716 1.7 0.4 -0.6
H 2.0703 -0.1058 -1.8807 0.1 0.3 -1.7
H -0.2549 -1.0259 -1.7420 -0.1 0.0 -1.5
C -0.9388 0.3778 -0.3916 -0.8 -1.5 -0.5
C 0.5106 -1.4376 0.0775 0.3 -0.3 0.5
```
Positions in Å, forces in eV/Å.

Entry 3:
Here is a structure of composition C8H10N2SeSr in a non-equilibrium geometry from OMol25. Energies are from ωB97M-V/def2-TZVPD.

## Properties
LUMO: 4.857 eV
HOMO level: 1.50 eV
gap between HOMO and LUMO: 3.3523 eV
strongest force on any atom: 8.26 eV Å⁻¹
total charge: -2
energy: -2852.29651 a.u.
spin multiplicity: 1

XYZ file:
```
22
Properties=species:S:1:pos:R:3:forces:R:3
C -1.1382 1.8592 -0.8841 0.9 0.9 -0.7
C 1.0571 -1.8986 -0.4939 0.7 -0.5 -0.4
Se -0.0004 -0.0003 5.3019 0.0 0.0 7.3
H 1.3990 -1.7781 -1.5109 0.2 -0.2 -0.2
H 1.7810 0.7339 -2.2017 -0.5 0.3 0.3
N -1.4296 -1.5207 0.2505 0.7 2.4 0.6
H -2.2263 1.8542 -0.7167 0.7 0.0 -0.1
H -0.3060 -3.1988 0.4750 0.2 -0.7 -0.3
H -0.7346 -2.7475 -1.2226 0.3 -0.7 -0.3
C -0.1573 2.4835 -0.0256 0.3 0.8 -1.5
C -0.4369 1.1151 -1.8986 0.5 1.3 0.1
N 0.0054 -0.0037 2.4937 0.0 0.1 6.4
H 2.1132 2.3003 0.0076 -0.5 0.0 -0.3
H -2.4150 -1.6769 0.2631 -0.2 -1.4 -0.6
C 1.1618 2.1143 -0.5115 -0.9 1.2 -1.4
H -0.3669 2.9987 0.9258 0.1 -0.3 -0.6
C -0.0014 0.0007 3.6764 0.1 0.0 -8.3
C -0.3459 -2.3833 -0.2658 -1.9 -2.0 0.0
H 1.7988 -2.0762 0.2825 0.1 -0.3 -0.1
C 0.9811 1.2687 -1.6723 -0.6 1.5 -0.3
Sr 0.1591 0.1060 0.3704 -0.5 -2.8 0.0
H -0.8980 0.4496 -2.6434 0.3 0.4 0.5
```
Positions in Å, forces in eV/Å.

Entry 4:
Here is a structure of composition C8H10N2Sr in a non-equilibrium geometry from OMol25. Energies are from ωB97M-V/def2-TZVPD.

## Properties
LUMO: 5.312 eV
HOMO level: 1.81 eV
gap between HOMO and LUMO: 3.5021 eV
strongest force on any atom: 5.92 eV Å⁻¹
relative energy (zero: lowest compared OMol25 entry of this formula, charge and spin): 0.00 kJ/mol
total charge: -2
energy: -450.81698 a.u.
spin multiplicity: 1

XYZ file:
```
21
Properties=species:S:1:pos:R:3:forces:R:3
H -2.1112 -2.4565 -0.2381 -0.1 0.7 -0.1
H -1.8422 1.8003 0.9365 -0.1 -0.5 -0.4
N 1.9063 -0.0809 -1.0057 -1.9 -3.0 -2.4
C -2.1025 -1.3577 -0.3203 -1.3 1.2 -0.3
C -1.6543 -0.5992 -1.4729 -1.4 0.6 0.7
C -1.9439 0.9049 0.3093 -1.9 -0.6 -1.0
H -2.4405 -0.7067 1.8431 0.0 0.1 -0.6
C -2.2771 -0.4291 0.7928 -1.7 0.6 -1.8
H -1.3033 -1.0251 -2.4256 -0.3 0.3 0.6
Sr 0.0414 -0.4383 0.3348 5.8 -1.1 0.7
H 1.6366 0.9483 2.0733 0.1 0.2 0.2
C -1.5589 0.7950 -1.0859 -1.7 -0.6 0.4
C 1.3845 1.3812 1.1099 0.0 0.5 0.5
H 2.2330 1.8698 -0.7459 0.6 1.0 0.2
N 1.5918 -3.4156 1.3523 1.6 -3.1 1.2
C 2.1996 1.0003 -0.0910 2.7 1.0 -1.4
H 3.2023 0.7376 0.2743 0.6 0.7 0.3
C 1.1111 -2.4528 0.9810 -0.7 0.3 0.0
H 2.3084 -0.3318 -1.9846 -0.2 1.8 2.7
H 0.7507 2.2525 1.0585 0.0 0.3 0.2
H -1.1315 1.6037 -1.6961 -0.3 -0.5 0.4
```
Positions in Å, forces in eV/Å.

Entry 5:
Here is an isolated molecule of C8H10N4O in a non-equilibrium geometry from OMol25. Energies are from ωB97M-V/def2-TZVPD.

## Properties
LUMO: -0.381 eV
SMILES string: CN(C)c1ccc2nonc2c1N
HOMO level: -8.10 eV
gap between HOMO and LUMO: 7.7229 eV
strongest force on any atom: 4.19 eV Å⁻¹
relative energy (zero: lowest compared OMol25 entry of this formula, charge and spin): 399.69 kJ/mol
total charge: 0
energy: -604.94489 a.u.
spin multiplicity: 1

XYZ file:
```
23
Properties=species:S:1:pos:R:3:forces:R:3
H -1.7877 1.8350 -0.7982 0.5 2.2 -1.3
N -1.8711 1.0887 -0.1899 -1.8 -3.3 -0.6
H 2.8850 2.4769 -0.6127 -0.6 1.0 -0.8
H 1.9924 2.3186 -2.1649 0.4 -1.1 -1.5
H 1.1025 3.0249 1.6026 -0.4 -0.1 -1.4
O -1.6522 -2.9125 0.5812 0.6 -3.5 -0.6
C 1.9532 2.7374 -1.2090 0.3 1.6 1.0
C 0.6116 0.8590 -0.1233 1.2 0.5 -1.7
C -0.6664 0.3687 -0.0635 -1.0 1.2 0.7
N -0.2510 -3.2062 0.2591 -2.3 1.8 0.8
C 1.7104 -0.1188 -0.0526 0.2 -0.3 -0.6
C 0.1379 -1.9727 0.1087 0.8 1.1 1.1
H -2.6020 0.4218 -0.6788 1.7 1.7 1.6
C -0.8953 -0.9708 0.2887 0.4 -3.5 -0.8
H 1.7642 3.8717 -1.4836 0.8 -2.1 1.2
C 0.4408 3.1013 0.6768 -1.8 -1.0 0.7
H -0.6019 2.7763 0.9947 1.3 0.0 0.0
H 0.2166 4.1437 0.4606 0.7 0.2 -0.5
N 0.7818 2.2602 -0.5322 -1.5 0.1 2.7
H 2.4176 -2.0509 -0.0338 -2.2 0.2 0.2
H 2.8311 0.0148 -0.2618 -2.0 0.9 0.6
N -1.9986 -1.6906 0.5076 0.5 2.7 0.1
C 1.4366 -1.4536 0.0431 4.1 -0.3 -0.9
```
Positions in Å, forces in eV/Å.

Entry 6:
Here is a cluster of 3 separate species, C8H10N4O3S in total in a non-equilibrium geometry from OMol25. Energies are from ωB97M-V/def2-TZVPD.

## Properties
LUMO: -0.450 eV
HOMO level: -8.88 eV
gap between HOMO and LUMO: 8.4323 eV
strongest force on any atom: 5.88 eV Å⁻¹
relative energy (zero: lowest compared OMol25 entry of this formula, charge and spin): 256.36 kJ/mol
total charge: 0
energy: -1153.58692 a.u.
spin multiplicity: 1

XYZ file:
```
26
Properties=species:S:1:pos:R:3:forces:R:3
H 3.7606 6.1660 2.5892 0.0 0.0 0.0
H -2.2523 -6.7657 -2.1918 0.0 0.0 0.0
N 0.7962 1.1986 0.2203 0.0 3.2 0.4
S 0.6266 -0.8414 -0.1508 1.1 -5.8 -0.1
H 3.1235 7.8037 2.3518 0.0 0.0 0.0
H -2.1188 -2.3866 -0.7483 0.0 -0.4 -0.2
O -2.6053 -2.7819 -0.0089 0.6 -0.2 -0.4
H 0.2263 4.2545 -0.2529 0.0 0.0 0.0
N 0.0202 -3.5939 -0.4364 0.6 -0.7 0.4
N -1.2445 -4.0750 -3.4728 0.1 0.7 -0.1
H 1.0431 4.1360 1.3130 0.0 -0.1 0.1
H -0.7046 -7.1326 -2.9754 0.0 0.0 0.0
C -1.4272 -5.1893 -3.3062 -0.1 -0.9 0.1
O -1.8879 -2.8194 2.0680 -0.1 -0.5 0.7
C 0.2700 3.7081 0.6880 0.0 -0.4 -0.2
N 0.6269 5.9339 2.7720 -0.5 -0.1 0.2
O -0.7640 -4.1105 0.6535 -0.4 0.0 -0.4
C 1.6674 6.2946 2.4674 0.8 0.4 -0.1
H 3.1320 6.6519 1.0035 0.0 0.0 0.0
H -0.6871 3.7969 1.1973 0.0 0.0 0.1
C 0.5648 2.3002 0.4259 -0.2 0.8 0.1
C -1.7606 -3.2021 0.9544 -0.3 0.8 0.7
H -2.1882 -7.0403 -3.9428 0.0 0.0 0.0
C 0.5274 -2.5028 -0.1798 -1.4 2.8 -1.2
C 3.0029 6.7573 2.0791 -0.2 -0.1 0.1
C -1.6573 -6.6197 -3.0911 0.0 0.2 0.0
```
Positions in Å, forces in eV/Å.

Entry 7:
Here is the ion C8H10NO4S with charge -1 in a non-equilibrium geometry from OMol25. Energies are from ωB97M-V/def2-TZVPD.

## Properties
LUMO (alpha / beta): 3.016 / 3.017 eV
HOMO level (alpha / beta): -5.30 / -5.30 eV
gap between HOMO and LUMO (alpha / beta): 8.3181 / 8.3192 eV
strongest force on any atom: 3.79 eV Å⁻¹
relative energy (zero: lowest compared OMol25 entry of this formula, charge and spin): 263.45 kJ/mol
total charge: -1
energy: -1064.68996 a.u.
spin multiplicity: 1

XYZ file:
```
24
Properties=species:S:1:pos:R:3:forces:R:3
C 0.5737 2.1475 1.0821 0.1 -0.1 0.0
N 2.3576 -0.5811 0.5315 -2.8 2.3 -0.9
H -0.3209 0.8609 -2.0769 -0.1 -0.1 0.0
C 1.8404 -1.8046 0.3505 -0.4 -1.3 -0.1
O 3.5857 1.5585 0.6183 0.0 -0.2 -0.1
H 1.6498 2.0138 0.9491 -0.1 0.1 0.1
C 0.4018 -0.0790 -0.2281 3.3 -0.4 1.2
H 0.3133 1.9347 2.1175 0.0 0.0 0.1
H 1.3233 1.3964 -1.5062 0.1 0.0 0.1
H -1.1037 -2.0378 -1.6149 0.0 0.1 0.0
C 0.3811 -1.5458 -0.0265 -0.4 -0.2 0.0
O 2.3492 -2.8956 0.5170 -0.1 0.1 -0.2
H -1.6688 -1.6671 0.8295 0.0 0.1 -0.1
C -0.7983 -2.2596 0.5811 0.0 0.0 0.1
H -0.0123 -3.4159 -1.1406 0.1 0.0 0.1
O 4.8603 -0.4742 0.1697 -0.3 0.0 -0.1
C -0.1673 1.2115 0.1617 -0.3 0.1 0.3
H -0.5970 -3.0561 1.2807 0.2 -0.1 0.0
C 0.3625 0.9665 -1.2413 0.0 -0.1 -0.3
H 0.3131 3.1829 0.8585 -0.1 0.1 0.0
C -0.4629 -2.4735 -0.8602 0.2 -0.1 0.0
H -1.2504 1.2289 0.2971 0.0 -0.1 -0.2
S 3.6704 0.3009 -0.1088 0.4 -0.2 0.0
O 3.3258 0.4412 -1.5178 0.2 -0.1 0.0
```
Positions in Å, forces in eV/Å.

Entry 8:
Here is the ion C8H10NO5P with charge -2 in a non-equilibrium geometry from OMol25. Energies are from ωB97M-V/def2-TZVPD.

## Properties
LUMO: 6.089 eV
SMILES string: O=[P@]1([O-])O[C@@H]1[C@H]1C=C[C@@H](C=[N+]([O-])[O-])CC1
HOMO level: -0.52 eV
gap between HOMO and LUMO: 6.6076 eV
strongest force on any atom: 4.36 eV Å⁻¹
relative energy (zero: lowest compared OMol25 entry of this formula, charge and spin): 134.07 kJ/mol
total charge: -2
energy: -1083.05950 a.u.
spin multiplicity: 1

XYZ file:
```
25
Properties=species:S:1:pos:R:3:forces:R:3
C 0.6008 -1.5444 -0.4845 -1.6 0.7 1.1
C 1.6044 0.6089 0.1439 -1.8 0.2 1.8
H 0.2328 -0.0226 -1.6538 -0.6 1.5 -0.5
H 0.2005 -2.4023 -0.0691 -1.1 -2.3 0.5
H 0.0799 -0.5561 2.7242 0.0 0.3 1.0
H 0.8746 1.5122 -0.0197 1.6 -1.9 0.2
H -2.5290 -0.8035 -0.5561 0.8 0.5 -0.2
P 3.2188 0.3900 -0.4890 -0.1 0.8 1.5
H -0.9926 -1.2416 -2.0282 0.8 -0.4 -0.4
C -1.6136 1.2073 -0.3880 -2.0 -2.6 -0.1
N -2.7716 1.7064 -0.0230 0.3 2.7 -0.7
H 1.3898 -1.8163 -1.1038 1.8 -0.2 -0.7
H -2.2930 -0.2077 1.6462 -1.9 0.3 1.6
O 3.7772 1.4250 -1.3977 0.2 -0.2 -0.1
C -0.4325 -0.7444 -1.2319 0.1 -2.2 0.1
H 1.7667 -1.2853 1.2891 -0.3 0.8 -0.5
O 3.7534 -0.9873 -0.3195 0.4 -0.2 -0.6
O 2.7312 0.9720 1.0341 1.0 0.5 -1.0
O -3.8028 1.0253 0.2586 -0.1 -0.7 0.3
C -1.5341 -0.3671 -0.2975 -1.4 3.5 0.0
C 0.9574 -0.7188 0.7659 2.4 0.2 -1.9
O -2.8783 3.0072 -0.0005 -0.1 -0.2 0.1
C -0.1544 -0.5283 1.6910 -2.3 -0.3 -0.6
H -0.7768 1.8102 -0.6763 -0.3 0.3 0.1
C -1.4088 -0.4389 1.1852 4.2 -0.9 -0.9
```
Positions in Å, forces in eV/Å.

Entry 9:
Here is a cluster of 2 separate species, C8H10NO6 in total in a non-equilibrium geometry from OMol25. Energies are from ωB97M-V/def2-TZVPD.

## Properties
LUMO (alpha / beta): -1.385 / -1.573 eV
HOMO level (alpha / beta): -6.66 / -6.52 eV
gap between HOMO and LUMO (alpha / beta): 5.2723 / 4.9484 eV
strongest force on any atom: 3.76 eV Å⁻¹
relative energy (zero: lowest compared OMol25 entry of this formula, charge and spin): 373.90 kJ/mol
total charge: 0
energy: -816.64114 a.u.
spin multiplicity: 2

XYZ file:
```
25
Properties=species:S:1:pos:R:3:forces:R:3
H 1.8286 1.2430 3.6884 -0.1 0.0 -0.8
O -0.3328 1.1928 0.0245 -2.0 0.2 2.0
O -1.2735 -0.0805 0.0590 -1.4 0.9 0.0
C -1.0330 -2.4547 -0.0526 -0.3 0.0 0.3
C 0.8888 0.7531 0.6489 3.2 -0.4 -1.9
H -0.4432 -3.3093 0.2925 0.1 0.3 0.1
H 0.1071 -0.3182 3.8771 0.0 0.4 0.4
O -0.8380 1.1357 -2.6853 0.3 1.5 -0.7
H 2.1633 1.5161 -0.8846 0.3 0.0 0.4
H -1.4699 -1.7699 2.5088 1.5 0.7 -0.1
H -0.9248 -2.3554 -1.1168 0.0 0.1 -0.5
H -2.0770 -2.6852 0.1874 0.1 0.3 0.0
H 3.0388 0.9559 0.6043 -0.8 0.5 -0.4
O 1.8590 1.3635 2.7185 0.9 1.1 1.0
C -0.6166 -1.1451 2.1043 -2.1 -1.3 -0.2
O 1.1430 -0.9371 -1.1473 0.0 0.2 3.4
H -0.5309 1.5638 -0.9064 0.5 -0.8 -1.8
C 0.7716 -0.6764 -0.0130 0.8 -0.1 -2.5
C 0.9066 0.6863 2.0901 -2.0 -1.6 2.3
H 2.2129 2.5727 0.5746 -0.3 -1.0 -0.1
C 2.1523 1.5155 0.2178 0.1 0.3 -1.2
C -0.5448 -1.1648 0.6153 0.5 -0.6 -0.5
N -0.7999 -0.1076 -2.5964 -0.1 -2.0 3.2
O -0.6736 -0.8903 -3.5063 -0.1 1.1 -1.7
C 0.0997 -0.2488 2.8057 0.7 0.4 -0.9
```
Positions in Å, forces in eV/Å.

Entry 10:
Here is an isolated molecule of C8H10O in a non-equilibrium geometry from OMol25. Energies are from ωB97M-V/def2-TZVPD.

## Properties
LUMO: 0.891 eV
SMILES string: CCc1ccc(O)cc1
HOMO level: -8.30 eV
gap between HOMO and LUMO: 9.1945 eV
strongest force on any atom: 1.80 eV Å⁻¹
relative energy (zero: lowest compared OMol25 entry of this formula, charge and spin): 0.76 kJ/mol
total charge: 0
energy: -386.07351 a.u.
spin multiplicity: 1

XYZ file:
```
19
Properties=species:S:1:pos:R:3:forces:R:3
H 1.8718 1.2283 1.6284 0.0 0.0 0.2
C -0.0492 0.9975 -1.1506 0.2 -0.4 0.9
C 0.4295 -1.2295 -0.2322 -0.2 1.8 -0.4
H 1.2299 -2.4271 3.7838 -0.1 0.0 -0.1
H 0.7650 2.6612 -0.0457 0.1 0.0 0.1
O -0.7709 1.7561 -2.0383 0.5 0.7 0.2
H 2.0561 -2.5441 1.4108 -0.2 1.2 0.5
H 0.2652 -2.2927 -0.2372 0.0 -0.2 -0.2
H -0.1641 -2.3170 2.7093 0.1 0.1 -0.2
C 0.6953 1.5807 -0.1024 -0.5 -0.4 -0.6
C -0.1491 -0.3961 -1.2171 -0.2 0.0 0.2
H 0.4907 -0.8659 3.5241 -0.1 -0.2 -0.3
C 1.2777 0.7730 0.8522 0.1 -1.5 -0.2
C 1.7420 -1.5556 1.8702 0.8 0.1 0.1
H -0.7733 -0.7987 -2.0118 0.2 -0.1 0.1
H -0.6265 2.7046 -1.8243 -0.1 -0.9 -0.3
C 0.7512 -1.8069 3.0151 0.5 0.1 0.6
C 1.1537 -0.6545 0.8078 0.1 0.7 -0.2
H 2.6625 -1.0375 2.2891 -0.9 -0.8 -0.4
```
Positions in Å, forces in eV/Å.